A structure of composition C19H41N9O9PSY. Source: OMol25; level of theory: wB97M-V/def2-TZVPD.

XYZ file:
```
81
C19H41N9O9PSY, DFT wB97M-V/def2-TZVPD
Y -0.822 0.156 -0.393
O -2.926 -3.812 0.207
C -2.115 -2.824 -0.084
O -2.420 -1.649 -0.015
C -0.755 -3.300 -0.532
O 0.018 -2.144 -0.753
C 1.255 -2.316 -1.455
C 1.813 -0.921 -1.751
O 2.714 -0.806 -2.562
O 1.261 0.035 -1.085
H -3.802 -3.470 0.454
H -0.876 -3.893 -1.445
H -0.322 -3.945 0.239
H 1.096 -2.856 -2.390
H 1.969 -2.872 -0.841
C 5.532 0.330 -1.133
C 4.362 0.982 -0.506
N 3.945 0.819 0.713
N 2.866 1.641 0.825
C 2.596 2.271 -0.302
S 1.295 3.391 -0.567
N 3.549 1.887 -1.162
N 3.501 2.177 -2.523
H 5.999 -0.330 -0.408
H 6.262 1.075 -1.450
H 5.217 -0.247 -2.003
H 2.330 1.675 1.682
H 4.368 2.613 -2.815
H 3.343 1.290 -3.005
C -0.859 2.300 3.657
N -0.934 0.913 4.111
C -1.388 0.758 5.489
P -0.255 -0.292 3.250
O -0.596 -0.132 1.782
N 1.385 -0.263 3.421
C 2.040 0.231 4.631
C 2.171 -1.241 2.666
N -0.811 -1.738 3.785
C -2.215 -2.079 3.568
C -0.163 -2.529 4.826
H -1.837 2.772 3.762
H -0.570 2.346 2.609
H -0.140 2.869 4.254
H -2.389 1.180 5.593
H -0.725 1.278 6.186
H -1.427 -0.291 5.769
H 1.401 0.945 5.144
H 2.973 0.731 4.364
H 2.287 -0.579 5.324
H 1.662 -1.479 1.732
H 2.322 -2.165 3.234
H 3.149 -0.827 2.428
H -2.634 -1.460 2.776
H -2.806 -1.930 4.476
H -2.296 -3.130 3.281
H 0.877 -2.236 4.944
H -0.193 -3.585 4.552
H -0.666 -2.415 5.790
C -0.559 -0.957 -4.567
N -1.472 0.173 -4.605
C -1.725 0.747 -5.927
C -2.252 2.160 -5.800
C -3.408 2.177 -4.823
N -2.981 1.599 -3.548
C -3.683 1.990 -2.330
C -2.077 0.614 -3.491
O -1.795 0.086 -2.365
H 0.471 -0.633 -4.727
H -0.830 -1.663 -5.353
H -0.634 -1.456 -3.606
H -2.431 0.111 -6.469
H -0.783 0.734 -6.477
H -2.578 2.522 -6.774
H -1.462 2.823 -5.442
H -4.265 1.623 -5.219
H -3.732 3.197 -4.631
H -4.349 2.811 -2.576
H -2.985 2.338 -1.570
H -4.283 1.168 -1.936
O -0.977 2.312 -0.482
O 0.172 2.615 0.371
```

Its spin multiplicity is 1. The total charge is +2. The value obtained for the energy above the lowest of the compared OMol25 structures with the same formula, charge and spin is 3.664 eV. As for the orbital gap: 9.063 eV. The calculation puts the total energy at -2696.1761 hartree. Its lowest unoccupied orbital energy is -4.8 eV.

***

A cluster of 5 separate species, C19H41NO14PS in total. Source: OMol25; level of theory: wB97M-V/def2-TZVPD.

XYZ file:
```
77
C19H41NO14PS, DFT wB97M-V/def2-TZVPD
C 7.541 2.962 -5.923
C 8.257 1.601 -5.939
S 9.186 1.400 -7.473
C 10.195 -0.088 -7.050
N 11.327 -0.129 -7.890
P 12.033 -1.552 -8.124
O 12.478 -2.002 -6.521
O 13.523 -1.087 -8.680
H 7.443 3.371 -6.929
H 6.535 2.874 -5.508
H 8.087 3.689 -5.320
H 7.506 0.814 -5.829
H 8.937 1.534 -5.088
H 10.418 0.019 -5.975
H 9.515 -0.958 -7.143
H 12.514 -2.961 -6.500
H 13.855 -0.417 -8.062
C 0.874 -0.145 -4.280
C 1.790 0.391 -5.359
O 3.035 0.865 -4.815
C 3.895 -0.088 -4.452
O 3.722 -1.275 -4.559
O 4.975 0.498 -3.941
C 5.956 -0.413 -3.434
H 0.709 0.609 -3.509
H -0.091 -0.418 -4.710
H 1.303 -1.030 -3.815
H 1.364 1.268 -5.842
H 1.993 -0.362 -6.119
H 6.245 -1.143 -4.185
H 5.564 -0.928 -2.556
H 6.816 0.190 -3.157
C 2.666 0.659 0.133
C 2.185 -0.701 0.579
O 1.205 -0.610 1.636
C -0.013 -0.239 1.260
O -0.380 0.002 0.140
O -0.786 -0.183 2.352
C -2.131 0.229 2.102
H 3.046 1.234 0.979
H 3.462 0.554 -0.604
H 1.854 1.223 -0.324
H 2.991 -1.284 1.020
H 1.763 -1.267 -0.251
H -2.594 -0.400 1.343
H -2.171 1.267 1.776
H -2.650 0.118 3.050
C -2.664 -2.123 4.968
C -3.603 -2.950 4.122
O -4.603 -3.615 4.921
C -5.609 -2.848 5.327
O -5.772 -1.683 5.057
O -6.420 -3.584 6.086
C -7.537 -2.874 6.633
H -2.196 -2.736 5.739
H -1.874 -1.706 4.341
H -3.192 -1.302 5.452
H -3.075 -3.762 3.627
H -4.101 -2.345 3.364
H -8.120 -2.399 5.847
H -7.198 -2.116 7.337
H -8.133 -3.625 7.143
C -11.920 3.656 5.835
C -11.121 2.913 6.882
O -10.656 1.639 6.399
C -9.597 1.690 5.588
O -8.989 2.684 5.281
O -9.307 0.450 5.203
C -8.179 0.345 4.322
H -12.752 3.044 5.486
H -12.323 4.574 6.266
H -11.293 3.920 4.985
H -11.738 2.660 7.742
H -10.266 3.498 7.222
H -7.300 0.806 4.764
H -8.403 0.814 3.365
H -8.005 -0.717 4.194
```

Its spin multiplicity is 1. The total charge is -1. The value obtained for the energy above the lowest of the compared OMol25 structures with the same formula, charge and spin is 0.000 eV. As for the orbital gap: 4.298 eV. The calculation puts the total energy at -2596.3373 hartree. Its lowest unoccupied orbital energy is 1.4 eV.

***

A structure of composition C19H42BrCl3LiMgN2NaO5P. Source: OMol25; level of theory: wB97M-V/def2-TZVPD.

XYZ file:
```
76
C19H42BrCl3LiMgN2NaO5P, DFT wB97M-V/def2-TZVPD
C 6.700 1.570 -0.897
C 6.085 0.513 -1.851
C 6.740 -0.893 -1.509
N 5.801 -1.914 -0.960
P 4.727 -1.284 0.288
C 3.070 -1.135 -0.592
C 2.097 -2.260 -0.125
C 0.634 -1.735 -0.094
C -0.039 -1.810 -1.508
C -0.658 -0.444 -1.917
C -2.092 -0.230 -1.401
O -2.394 1.169 -1.267
C -1.677 1.774 -0.165
H 6.689 1.269 0.157
H 6.280 2.574 -1.050
H 7.767 1.647 -1.173
H 6.425 0.794 -2.869
H 4.986 0.521 -1.890
H 7.141 -1.315 -2.486
H 7.654 -0.738 -0.885
H 6.366 -2.617 -0.477
H 5.066 0.048 0.637
H 3.267 -1.270 -1.673
H 2.673 -0.116 -0.471
H 2.131 -3.138 -0.787
H 2.409 -2.570 0.885
H 0.082 -2.392 0.597
H 0.589 -0.710 0.307
H -0.844 -2.561 -1.479
H 0.732 -2.101 -2.236
H 0.040 0.338 -1.562
H -0.656 -0.392 -3.015
H -2.804 -0.643 -2.128
H -2.255 -0.797 -0.466
H -0.895 2.573 -0.657
H -2.381 2.360 0.477
H -1.091 1.044 0.412
Li -3.839 2.049 0.058
C -7.572 2.565 2.647
C -6.519 2.137 1.733
N -5.702 1.778 1.026
H -8.465 1.977 2.441
H -7.262 2.412 3.680
H -7.793 3.619 2.492
Cl -11.600 -0.131 4.162
C -11.502 -0.662 2.458
C -10.417 0.055 1.699
Cl -10.803 1.789 1.463
H -12.476 -0.507 2.000
H -11.294 -1.730 2.470
H -10.298 -0.383 0.708
H -9.459 -0.014 2.214
O -0.454 1.973 -3.733
H -0.349 2.894 -3.432
H -1.063 1.582 -3.085
Cl -0.732 3.832 -5.021
C 7.932 0.232 3.228
C 8.541 -0.876 2.432
O 7.996 -1.305 1.414
C 9.843 -1.438 2.933
H 6.998 0.544 2.763
H 7.721 -0.111 4.242
H 8.614 1.085 3.256
H 9.702 -1.849 3.935
H 10.602 -0.652 2.952
H 10.187 -2.236 2.278
Na 6.262 -1.688 -3.725
C -7.087 -0.621 -0.851
C -8.472 -0.661 -1.539
O -8.559 0.012 -2.583
O -9.321 -1.364 -0.959
H -6.387 0.008 -1.402
H -7.193 -0.225 0.159
H -6.680 -1.632 -0.793
Mg 9.359 -1.625 0.050
Br -0.825 4.038 0.059
```

Its spin multiplicity is 1. The total charge is +1. As for the orbital gap: 1.319 eV. The calculation puts the total energy at -5900.0907 hartree. Its lowest unoccupied orbital energy is -7.1 eV.